1.
DFT (ωB97M-V with the def2-TZVPD basis set) results for a cluster of 2 separate species, C4H11S2 in total at a distorted geometry.

```
17
Properties=species:S:1:pos:R:3
C 1.4965 -1.5883 0.0987
S 0.4554 -3.0642 0.6194
C -1.1968 -2.4513 0.1428
H 1.4106 -0.7785 0.8081
H 1.1273 -1.3402 -0.8085
H 2.5072 -1.8826 -0.0687
H -1.2092 -2.4496 -0.9955
H -2.0464 -2.9596 0.3616
H -1.4240 -1.4800 0.6723
C -0.1340 3.0660 -0.2607
C -0.1108 1.4927 0.2198
S -0.8650 0.5116 -1.0541
H -1.1392 3.3619 -0.6262
H 0.5495 3.1686 -1.1117
H 0.0615 3.8014 0.6115
H -0.5065 1.2987 1.2055
H 1.0238 1.2933 0.1858
```

Results
* orbital gap: 0.20944 hartree
* HOMO level: -2.32 eV
* E_LUMO: 3.382 eV
* total charge: -1

Löwdin analysis output, partial charges in e:
1 C -0.40
2 S 0.64
3 C -0.51
4 H 0.01
5 H -0.07
6 H 0.01
7 H 0.04
8 H -0.03
9 H 0.01
10 C -0.25
11 C -0.82
12 S 0.22
13 H 0.02
14 H 0.03
15 H 0.05
16 H 0.02
17 H 0.03

---

2.
DFT (ωB97M-V with the def2-TZVPD basis set) results for a cluster of 2 separate species, C4H12 in total at a distorted geometry.

```
16
Properties=species:S:1:pos:R:3
C -1.4911 -1.4549 -0.1965
C -1.6341 -1.6453 -1.7245
H -1.8340 -0.4374 -0.0011
H -2.1443 -2.1363 0.3556
H -0.4696 -1.6279 0.1337
H -1.1016 -2.5361 -2.0661
H -1.1749 -0.7874 -2.2197
H -2.6870 -1.7272 -1.9943
C 0.8615 1.2991 0.9565
C 2.2878 1.8067 0.9310
H 0.3162 1.6526 1.8331
H 0.2848 1.6245 0.0788
H 0.7537 0.2158 0.9175
H 2.3699 2.8544 1.2302
H 2.8564 1.6271 0.0218
H 2.8064 1.2723 1.7439
```

Results
* orbital gap (spin up / spin down): 0.10100 / 0.44992 hartree
* spin multiplicity: 2
* HOMO level (spin up / spin down): 1.57 / -7.69 eV
* E_LUMO (spin up / spin down): 4.318 / 4.552 eV
* total charge: -1
* ⟨S²⟩: 0.7502

Löwdin analysis output, partial charges in e:
1 C -0.32
2 C -0.31
3 H 0.03
4 H 0.03
5 H 0.01
6 H 0.03
7 H 0.02
8 H 0.04
9 C -0.37
10 C -0.34
11 H 0.03
12 H 0.02
13 H 0.02
14 H 0.04
15 H 0.03
16 H 0.04

---

3.
DFT (ωB97M-V with the def2-TZVPD basis set) results for a cluster of 2 separate species, C4H12 in total at a distorted geometry.

```
16
Properties=species:S:1:pos:R:3
C -2.2351 -3.4110 1.3440
H -1.2838 -2.8238 1.3699
H -2.7602 -3.5122 0.4435
H -2.8247 -2.5965 1.9366
H -2.1759 -4.3443 1.8636
C 0.7667 2.6807 -0.0764
C 1.6038 1.4445 -0.4731
C 0.7964 0.3675 -1.2981
H 1.5000 3.2741 0.4790
H -0.1861 2.4192 0.3974
H 0.4506 3.4255 -0.8128
H 2.1726 0.9657 0.3659
H 2.5309 1.6832 -0.9874
H -0.2070 0.7562 -1.3987
H 1.0572 0.2519 -2.2843
H 0.7947 -0.5806 -0.8688
```

Results
* orbital gap (spin up / spin down): 0.09000 / 0.43190 hartree
* spin multiplicity: 2
* HOMO level (spin up / spin down): 1.48 / -7.83 eV
* E_LUMO (spin up / spin down): 3.929 / 3.920 eV
* total charge: -1
* ⟨S²⟩: 0.7503

Löwdin analysis output, partial charges in e:
1 C -0.45
2 H -0.03
3 H -0.06
4 H 0.00
5 H -0.04
6 C -0.21
7 C -0.35
8 C -0.21
9 H 0.05
10 H 0.05
11 H 0.05
12 H 0.08
13 H 0.07
14 H 0.04
15 H 0.01
16 H 0.01

---

4.
DFT (ωB97M-V with the def2-TZVPD basis set) results for a cluster of 2 separate species, C4H12 in total at a distorted geometry.

```
16
Properties=species:S:1:pos:R:3
C 2.0239 0.7848 0.4991
C 1.2818 1.9532 -0.2116
H 2.1478 -0.1094 -0.0665
H 2.9901 1.2004 0.7578
H 1.5000 0.4551 1.3932
H 0.5201 1.5872 -0.9386
H 1.8968 2.6837 -0.7461
H 0.6880 2.5841 0.4999
C -1.3214 -0.6632 -0.2956
C -1.8841 -2.0645 0.0052
H -1.8066 -0.5410 -1.2367
H -1.5935 -0.0125 0.5336
H -0.2695 -0.5159 -0.3961
H -1.2235 -2.8176 -0.4353
H -2.9122 -2.2597 -0.4645
H -2.0378 -2.2647 1.1023
```

Results
* orbital gap (spin up / spin down): 0.09926 / 0.44601 hartree
* spin multiplicity: 2
* HOMO level (spin up / spin down): 1.53 / -7.64 eV
* E_LUMO (spin up / spin down): 4.235 / 4.498 eV
* total charge: -1
* ⟨S²⟩: 0.7502

Löwdin analysis output, partial charges in e:
1 C -0.40
2 C -0.29
3 H 0.00
4 H 0.01
5 H 0.01
6 H 0.04
7 H 0.03
8 H 0.04
9 C -0.31
10 C -0.33
11 H 0.03
12 H 0.04
13 H 0.01
14 H 0.03
15 H 0.06
16 H 0.04

---

5.
DFT (ωB97M-V with the def2-TZVPD basis set) results for a cluster of 2 separate species, C4H12 in total at a distorted geometry.

```
16
Properties=species:S:1:pos:R:3
C 1.4885 0.8583 -0.7881
C 2.4275 -0.3235 -1.1669
H 1.1864 0.6668 0.2477
H 1.9484 1.8233 -0.9780
H 0.5095 0.8270 -1.2673
H 3.4195 0.0401 -1.4467
H 1.9739 -0.8697 -1.9938
H 2.5817 -0.9911 -0.3202
C -2.2622 -0.3441 1.6794
C -1.6499 -0.1901 0.2690
H -3.0582 0.3857 1.8162
H -2.5738 -1.3814 1.7852
H -1.5167 -0.0492 2.4248
H -2.4877 0.0740 -0.3922
H -1.1311 -1.0645 -0.1249
H -0.9188 0.6191 0.2010
```

Results
* orbital gap (spin up / spin down): 0.10283 / 0.45119 hartree
* spin multiplicity: 2
* HOMO level (spin up / spin down): 1.57 / -7.74 eV
* E_LUMO (spin up / spin down): 4.369 / 4.535 eV
* total charge: -1
* ⟨S²⟩: 0.7502

Löwdin analysis output, partial charges in e:
1 C -0.32
2 C -0.29
3 H 0.02
4 H 0.03
5 H 0.02
6 H 0.03
7 H 0.03
8 H 0.02
9 C -0.33
10 C -0.38
11 H 0.03
12 H 0.03
13 H 0.03
14 H 0.03
15 H 0.02
16 H 0.01

---

6.
DFT (ωB97M-V with the def2-TZVPD basis set) results for a cluster of 2 separate species, C4H12 in total at a distorted geometry.

```
16
Properties=species:S:1:pos:R:3
C 1.3360 -0.6978 -1.8656
C 1.5971 -0.5817 -0.3573
H 1.4372 0.2915 -2.3132
H 2.1596 -1.2935 -2.2802
H 0.4019 -1.1960 -2.1164
H 2.6718 -0.4634 -0.2099
H 1.1678 -1.2958 0.3350
H 1.1073 0.3196 0.0138
C -1.9298 0.9393 0.6160
C -1.0084 0.1985 1.6134
H -2.7378 0.3156 0.2231
H -2.2729 1.8563 1.1040
H -1.4659 1.2813 -0.3179
H -0.0367 0.6868 1.6327
H -1.4046 0.4884 2.5801
H -1.0224 -0.8492 1.3423
```

Results
* orbital gap (spin up / spin down): 0.10383 / 0.44124 hartree
* spin multiplicity: 2
* HOMO level (spin up / spin down): 1.60 / -7.42 eV
* E_LUMO (spin up / spin down): 4.426 / 4.583 eV
* total charge: -1
* ⟨S²⟩: 0.7503

Löwdin analysis output, partial charges in e:
1 C -0.31
2 C -0.28
3 H 0.03
4 H 0.03
5 H 0.02
6 H 0.04
7 H 0.03
8 H 0.01
9 C -0.39
10 C -0.31
11 H 0.01
12 H 0.02
13 H 0.01
14 H 0.02
15 H 0.03
16 H 0.03

---

7.
DFT (ωB97M-V with the def2-TZVPD basis set) results for a cluster of 2 separate species, C4H12 in total at a distorted geometry.

```
16
Properties=species:S:1:pos:R:3
C 1.1633 1.5633 1.4780
C 0.1630 0.6181 2.1764
H 0.6866 2.4284 1.0202
H 1.8771 2.0241 2.1738
H 1.7667 0.9641 0.8007
H 0.2464 0.5255 3.2607
H 0.2132 -0.3862 1.7730
H -0.8342 1.0130 2.0071
C -0.6225 -1.3203 -1.0948
C -0.6684 -0.8358 -2.5249
H -1.6201 -1.3146 -0.6466
H -0.3223 -2.3686 -1.0531
H 0.0457 -0.7506 -0.4766
H -1.2453 0.0679 -2.7143
H 0.2929 -0.6555 -3.0130
H -1.1420 -1.5728 -3.1666
```

Results
* orbital gap: 0.47122 hartree
* HOMO level: -11.67 eV
* E_LUMO: 1.150 eV

Löwdin analysis output, partial charges in e:
1 C -0.16
2 C -0.17
3 H 0.06
4 H 0.06
5 H 0.05
6 H 0.06
7 H 0.04
8 H 0.06
9 C -0.16
10 C -0.18
11 H 0.07
12 H 0.07
13 H 0.03
14 H 0.06
15 H 0.06
16 H 0.06

---

8.
DFT (ωB97M-V with the def2-TZVPD basis set) results for a cluster of 2 separate species, C4H12 in total at a distorted geometry.

```
16
Properties=species:S:1:pos:R:3
C 1.5277 0.5787 2.3483
C 1.2237 -0.1642 1.0327
H 1.9410 1.5712 2.1449
H 0.6216 0.6776 2.9418
H 2.2206 0.0388 2.9904
H 0.2509 -0.6391 1.1160
H 2.0481 -0.7799 0.6712
H 1.0901 0.5487 0.2091
C -1.9377 -0.6418 -1.3692
C -0.7723 0.1461 -1.9690
H -2.3911 -0.0344 -0.5870
H -2.7414 -0.7251 -2.1092
H -1.7769 -1.6706 -1.0440
H 0.2208 -0.1770 -1.6405
H -0.7920 1.1950 -1.6821
H -0.7332 0.0760 -3.0533
```

Results
* orbital gap: 0.46506 hartree
* HOMO level: -11.49 eV
* E_LUMO: 1.167 eV

Löwdin analysis output, partial charges in e:
1 C -0.16
2 C -0.17
3 H 0.06
4 H 0.06
5 H 0.06
6 H 0.06
7 H 0.07
8 H 0.04
9 C -0.17
10 C -0.18
11 H 0.06
12 H 0.06
13 H 0.06
14 H 0.04
15 H 0.06
16 H 0.06

---

9.
DFT (ωB97M-V with the def2-TZVPD basis set) results for a cluster of 2 separate species, C4H12 in total at a distorted geometry.

```
16
Properties=species:S:1:pos:R:3
C -1.1993 -1.5651 0.3408
C -2.2688 -0.4692 0.3578
H -0.7212 -1.6499 -0.6309
H -0.4511 -1.2219 1.0299
H -1.6976 -2.4659 0.6164
H -2.7979 -0.5596 1.3104
H -3.1215 -0.5639 -0.3108
H -1.9974 0.5847 0.4267
C 1.0387 1.0206 -0.3710
C 2.5796 0.9325 -0.3972
H 0.7406 2.0269 -0.6580
H 0.4996 0.3382 -1.0017
H 0.5578 0.8134 0.5869
H 2.7680 0.3383 -1.2613
H 2.9608 1.9475 -0.4755
H 3.1098 0.4935 0.4376
```

Results
* orbital gap: 0.46657 hartree
* HOMO level: -11.52 eV
* E_LUMO: 1.174 eV

Löwdin analysis output, partial charges in e:
1 C -0.16
2 C -0.18
3 H 0.06
4 H 0.05
5 H 0.06
6 H 0.06
7 H 0.06
8 H 0.05
9 C -0.17
10 C -0.14
11 H 0.06
12 H 0.04
13 H 0.05
14 H 0.05
15 H 0.06
16 H 0.06

---

10.
DFT (ωB97M-V with the def2-TZVPD basis set) results for a cluster of 2 separate species, C4H12 in total.

```
16
Properties=species:S:1:pos:R:3
C -0.1990 -2.4493 -0.6702
C -0.8937 -1.1036 -0.9252
H -0.6086 -2.9300 0.2224
H -0.4802 -3.1680 -1.4385
H 0.8783 -2.3356 -0.6134
H -0.3100 -0.5019 -1.6162
H -1.0468 -0.5667 0.0060
H -1.9104 -1.2947 -1.2713
C 0.4891 1.3745 1.4352
C 0.6277 2.1900 0.1567
H 0.5257 1.9956 2.3272
H -0.3719 0.7072 1.4461
H 1.2997 0.6430 1.4996
H -0.2947 2.7268 -0.0850
H 0.9047 1.5813 -0.7011
H 1.3584 2.9812 0.3031
```

Results
* orbital gap: 0.46562 hartree
* HOMO level: -11.50 eV
* E_LUMO: 1.174 eV

Löwdin analysis output, partial charges in e:
1 C -0.16
2 C -0.16
3 H 0.06
4 H 0.06
5 H 0.06
6 H 0.06
7 H 0.03
8 H 0.06
9 C -0.17
10 C -0.17
11 H 0.06
12 H 0.04
13 H 0.06
14 H 0.06
15 H 0.05
16 H 0.06

---

Energy (computed, eV): -25996.3442; -4340.8407; -4340.0093; -4340.3693; -4340.5449; -4340.4251; -4342.2489; -4342.1734; -4341.9433; -4342.3286
ΔE to the lowest compared entry with this formula, charge and spin (computed, kcal per mole): 34.4; 4.5; 23.7; 15.4; 11.3; 14.1; 6.4; 8.2; 13.5; 4.6